Entry 1:
The molecule C23H33N3O7. Source: the Open Molecules 2025 dataset; level of theory: the ωB97M-V functional and the def2-TZVPD basis.

Geometry (Å):
C: 7.845 -0.491 -0.889
C: 7.475 0.598 0.106
O: 6.180 0.370 0.671
C: 5.129 0.776 -0.042
O: 5.192 1.338 -1.101
C: 3.830 0.408 0.669
C: 3.658 -1.125 0.620
C: 2.255 -1.564 0.947
C: 1.501 -0.935 1.930
C: 0.183 -1.288 2.146
C: -0.401 -2.309 1.406
O: -1.710 -2.647 1.552
C: 0.369 -2.995 0.471
C: 1.674 -2.607 0.237
N: 2.714 1.090 0.067
C: 1.962 1.961 0.761
O: 2.194 2.306 1.901
C: 0.736 2.448 -0.018
N: -0.193 1.367 -0.270
C: -0.076 0.570 -1.341
O: 0.822 0.672 -2.158
C: -1.181 -0.492 -1.456
C: -1.168 -1.168 -2.833
C: -2.633 -1.204 -3.268
C: -3.217 0.033 -2.592
N: -2.519 0.073 -1.322
C: -3.094 0.266 -0.122
O: -2.474 0.165 0.928
O: -4.382 0.608 -0.235
C: -5.166 0.953 0.933
C: -4.571 2.180 1.624
C: -5.252 -0.232 1.894
C: -6.546 1.278 0.361
H: 7.162 -0.469 -1.735
H: 8.856 -0.326 -1.251
H: 7.792 -1.469 -0.416
H: 8.157 0.604 0.959
H: 7.480 1.577 -0.383
H: 3.893 0.756 1.705
H: 4.374 -1.568 1.317
H: 3.907 -1.478 -0.385
H: 1.929 -0.145 2.527
H: -0.407 -0.757 2.879
H: -2.161 -1.931 2.019
H: -0.079 -3.806 -0.083
H: 2.247 -3.122 -0.521
H: 2.483 0.884 -0.898
H: 0.235 3.224 0.561
H: 1.061 2.848 -0.984
H: -0.858 1.113 0.454
H: -1.014 -1.206 -0.643
H: -0.572 -0.558 -3.514
H: -0.722 -2.158 -2.785
H: -3.120 -2.100 -2.880
H: -2.749 -1.181 -4.348
H: -2.981 0.937 -3.164
H: -4.293 -0.021 -2.433
H: -5.216 2.487 2.442
H: -3.586 1.951 2.020
H: -4.484 3.002 0.916
H: -4.283 -0.424 2.345
H: -5.969 -0.013 2.680
H: -5.575 -1.124 1.361
H: -6.468 2.086 -0.361
H: -7.218 1.579 1.159
H: -6.958 0.405 -0.139

Results
SMILES string = CCOC(=O)[C@H](Cc1ccc(O)cc1)NC(=O)CNC(=O)[C@@H]1CCCN1C(=O)OC(C)(C)C
largest force on an atom = 0.69 eV/Å
LUMO energy = 0.6 eV
ΔE to the lowest compared entry with this formula, charge and spin = 0.0 kcal/mol
HOMO-LUMO gap = 0.330 Eh
charge = 0

Entry 2:
A structure of composition C23H33NO2PdS3Si. Source: the Open Molecules 2025 dataset; level of theory: the ωB97M-V functional and the def2-TZVPD basis.

Geometry (Å):
Pd: 1.190 1.554 0.236
C: 2.733 0.052 -0.031
Si: 1.281 -0.978 -0.265
C: -0.460 -1.226 0.596
N: -1.416 -0.144 0.757
C: -2.644 -0.527 1.421
C: -3.667 -1.216 0.508
C: -3.763 -0.468 -0.839
C: -3.094 0.902 -0.752
C: -1.611 0.713 -0.420
C: 0.874 -1.156 -2.120
C: 1.148 -0.117 -3.017
C: 0.809 -0.211 -4.362
C: 0.182 -1.353 -4.849
C: -0.100 -2.399 -3.979
C: 0.244 -2.294 -2.634
C: 1.859 -2.815 0.198
C: 2.835 -3.350 -0.659
C: 3.424 -4.587 -0.447
C: 3.073 -5.345 0.670
C: 2.128 -4.839 1.548
C: 1.531 -3.601 1.305
H: 3.210 0.568 -0.862
H: 3.365 -0.013 0.852
H: -0.254 -1.627 1.596
H: -0.891 -2.079 0.026
H: -3.114 0.364 1.857
H: -2.387 -1.174 2.263
H: -4.640 -1.239 1.013
H: -3.377 -2.256 0.340
H: -4.803 -0.386 -1.166
H: -3.236 -1.037 -1.612
H: -3.587 1.533 -0.005
H: -3.170 1.435 -1.702
H: -1.119 1.684 -0.287
H: -1.149 0.254 -1.299
H: 1.605 0.793 -2.637
H: 1.021 0.618 -5.029
H: -0.091 -1.422 -5.897
H: -0.591 -3.296 -4.343
H: 0.022 -3.124 -1.968
H: 3.146 -2.757 -1.516
H: 4.167 -4.959 -1.146
H: 3.536 -6.308 0.851
H: 1.846 -5.407 2.429
H: 0.790 -3.258 2.020
C: 1.014 1.146 3.540
S: 0.886 2.596 2.478
C: -0.911 2.641 2.507
O: 1.337 3.725 3.360
H: 0.595 1.392 4.520
H: 2.075 0.914 3.622
H: 0.498 0.317 3.058
H: -1.254 1.702 2.066
H: -1.205 3.483 1.880
H: -1.263 2.767 3.535
C: 0.045 6.204 1.334
O: 0.233 5.005 0.608
C: 0.318 5.044 -0.746
S: 0.034 6.501 -1.552
S: 0.728 3.566 -1.434
H: 0.134 5.912 2.380
H: -0.929 6.647 1.116
H: 0.813 6.936 1.083

Results
largest force on an atom = 0.86 eV/Å
LUMO energy = 4.6 eV
HOMO-LUMO gap = 0.176 Eh
charge = -2

Entry 3:
A structure of composition C23H34AsIIrNO7Si3. Source: the Open Molecules 2025 dataset; level of theory: the ωB97M-V functional and the def2-TZVPD basis.

Geometry (Å):
Ir: -0.151 1.028 -0.682
O: -4.789 5.198 -0.019
C: -3.839 4.266 -0.208
C: -4.134 2.913 -0.369
C: -3.082 2.039 -0.542
N: -1.826 2.460 -0.548
C: -1.533 3.753 -0.444
C: -2.513 4.702 -0.262
C: -0.055 4.056 -0.627
O: 0.364 5.184 -0.562
O: 0.659 2.988 -0.872
C: -3.224 0.545 -0.783
O: -4.322 0.028 -0.812
O: -2.090 -0.059 -0.947
H: -5.663 4.790 -0.014
H: -5.146 2.528 -0.371
H: -2.250 5.746 -0.180
C: 3.875 -1.252 -0.229
Si: 2.424 -2.062 0.618
C: 2.155 -1.542 2.398
C: 2.721 -3.916 0.580
As: 0.399 -1.555 -0.545
Si: 0.864 -1.881 -2.860
C: -0.753 -1.803 -3.798
C: 1.695 -3.549 -3.093
C: 2.010 -0.507 -3.401
Si: -1.430 -2.911 0.155
C: -0.727 -4.572 0.691
C: -2.133 -2.043 1.657
C: -2.691 -3.223 -1.183
H: 4.765 -1.490 0.361
H: 3.796 -0.172 -0.309
H: 4.028 -1.682 -1.221
H: 3.100 -1.557 2.945
H: 1.477 -2.243 2.891
H: 1.736 -0.542 2.474
H: 3.676 -4.097 1.081
H: 2.808 -4.304 -0.435
H: 1.961 -4.492 1.104
H: -1.285 -2.752 -3.746
H: -0.553 -1.588 -4.849
H: -1.416 -1.031 -3.407
H: 1.135 -4.344 -2.598
H: 2.710 -3.549 -2.694
H: 1.755 -3.795 -4.155
H: 1.581 0.485 -3.241
H: 2.215 -0.612 -4.469
H: 2.959 -0.539 -2.867
H: -0.224 -4.512 1.656
H: -0.023 -4.985 -0.033
H: -1.551 -5.281 0.791
H: -1.338 -1.810 2.369
H: -2.854 -2.692 2.159
H: -2.642 -1.119 1.387
H: -2.260 -3.776 -2.016
H: -3.160 -2.313 -1.548
H: -3.463 -3.857 -0.738
I: -0.598 5.777 5.160
C: 0.340 4.497 3.808
C: -0.320 3.356 3.378
C: 0.304 2.513 2.472
C: 1.575 2.804 1.990
C: 2.228 3.945 2.446
C: 1.616 4.795 3.350
C: 2.279 1.949 0.974
O: 3.427 2.149 0.656
O: 1.583 0.932 0.479
H: -1.309 3.124 3.748
H: -0.209 1.613 2.157
H: 3.213 4.163 2.058
H: 2.123 5.687 3.689

Results
largest force on an atom = 0.58 eV/Å
LUMO energy (alpha / beta) = -0.2 / -2.3 eV
expectation value of S² = 6.011
ΔE to the lowest compared entry with this formula, charge and spin = 21.3 kcal/mol
HOMO-LUMO gap (alpha / beta) = 0.281 / 0.239 Eh
charge = 0
multiplicity = 5